(1)
Entry from the OMol25 dataset: 10 unconnected molecules or ions with the total composition C30H85N5O10S5 in a non-equilibrium geometry (ωB97M-V with the def2-TZVPD basis set).

Structure (XYZ):
```
135
Properties=species:S:1:pos:R:3:lowdin_charge:R:1
C 2.31864 1.33052 16.84087 -0.06
C 1.67393 2.26077 17.91966 -0.43
C 2.87130 2.82192 18.67461 -0.22
O 3.51961 1.72365 19.37168 -0.24
C 4.93580 1.91219 19.52443 -0.08
N 0.91175 3.34283 17.31783 0.04
H 2.79307 1.98590 16.07759 0.09
H 1.57191 0.68713 16.41476 0.06
H 3.07321 0.60240 17.20355 0.08
H 1.05588 1.51912 18.50573 0.15
H 2.47595 3.57179 19.38700 0.10
H 3.51526 3.34910 17.99845 0.11
H 4.97082 2.92897 19.91170 0.05
H 5.45657 1.88966 18.58098 0.08
H 5.32893 1.23944 20.31113 0.10
H 1.46033 3.85700 16.64136 0.07
H 0.58346 4.02535 17.97972 0.06
C 2.81103 11.99200 20.36631 -0.06
C 2.38622 11.51470 18.94627 -0.43
C 1.76319 12.67038 18.15301 -0.21
O 0.43832 12.95023 18.64306 -0.19
C -0.27685 13.92210 17.91392 -0.12
N 3.56776 11.09877 18.18444 0.01
H 3.53295 12.81161 20.25806 0.07
H 3.24078 11.15505 20.90651 0.05
H 2.00125 12.45483 20.98234 0.09
H 1.73452 10.63556 19.04486 0.14
H 1.65159 12.39422 17.04140 0.14
H 2.44403 13.50006 18.28837 0.11
H -1.27393 13.78721 18.21893 0.06
H -0.21834 13.63879 16.82398 0.10
H -0.11175 14.97710 18.09251 0.08
H 3.40123 10.60788 17.27997 0.09
H 4.17676 11.87514 17.91897 0.07
C 2.60868 7.10556 20.84247 -0.06
C 4.04159 6.80624 20.98899 -0.41
C 4.63952 7.45213 22.27091 -0.15
O 4.81532 8.87697 22.12036 -0.21
C 6.03362 9.22987 21.54784 -0.11
N 4.18245 5.32545 20.90194 0.07
H 2.46749 8.13625 20.70018 0.06
H 1.94894 6.71622 21.60639 0.07
H 2.32673 6.64552 19.91061 0.08
H 4.56125 7.22077 20.11043 0.11
H 5.58948 7.04817 22.58732 0.08
H 3.96232 7.32162 23.13064 0.12
H 5.99278 10.21730 21.20834 0.07
H 6.32221 8.49848 20.65788 0.10
H 6.80324 9.17235 22.32390 0.08
H 5.01226 5.08780 21.43050 0.05
H 3.40421 4.94064 21.49459 0.04
C 0.78759 11.55993 25.47815 -0.03
C 1.58326 10.38859 24.94468 -0.48
C 0.77630 9.62661 24.03408 -0.21
O -0.52253 9.28359 24.52460 -0.19
C -1.41141 8.61713 23.66451 -0.11
N 2.80801 10.87998 24.40643 0.07
H 1.12654 11.88847 26.41339 0.06
H -0.27445 11.26153 25.64600 0.10
H 0.87754 12.39223 24.80135 0.08
H 1.84011 9.81398 25.81408 0.11
H 1.38375 8.76945 23.74691 0.13
H 0.62953 10.10820 23.08694 0.13
H -2.29627 8.32390 24.24927 0.09
H -0.86929 7.76940 23.30535 0.06
H -1.70863 9.20312 22.73068 0.11
H 3.17911 10.28838 23.74312 0.03
H 2.79437 11.80935 24.00485 0.09
C 7.34252 5.30484 19.33502 -0.03
C 6.80986 6.56858 18.58481 -0.38
C 7.88307 7.19038 17.62457 -0.19
O 9.08325 7.27804 18.36194 -0.21
C 9.03746 8.20547 19.50476 -0.07
N 5.61409 6.17606 17.76946 0.04
H 8.15535 5.55632 19.98688 0.06
H 7.79802 4.55235 18.69509 0.09
H 6.69445 4.83596 19.99517 0.02
H 6.47981 7.33397 19.25132 0.06
H 7.58736 8.22505 17.29039 0.13
H 8.05506 6.59301 16.73272 0.12
H 10.07195 8.34170 19.76345 0.08
H 8.49927 7.87213 20.41365 0.08
H 8.70776 9.16122 19.11560 0.09
H 4.96564 5.67564 18.34742 0.02
H 6.05012 5.61717 17.02144 0.07
C 4.37953 8.83429 26.13773 -0.30
S 3.66949 8.09462 27.55735 0.80
O 4.38184 6.78131 27.64802 -0.55
C 4.37098 9.18384 28.72489 -0.28
H 3.98940 8.28364 25.25322 0.05
H 5.43828 8.53387 26.30823 0.04
H 4.35187 9.94801 25.91163 0.06
H 5.38987 8.83958 28.94831 0.07
H 3.81197 9.07696 29.66404 0.05
H 4.36214 10.21553 28.35516 0.06
C 10.55778 7.16010 25.07555 -0.26
S 9.91737 8.56627 26.00022 0.83
O 9.99547 9.77802 25.19171 -0.54
C 8.29290 7.86288 26.00418 -0.27
H 11.62140 7.20733 24.98965 0.04
H 10.05333 7.10723 24.11094 0.06
H 10.35946 6.22007 25.58353 0.05
H 7.61546 8.55813 26.44313 0.01
H 8.34415 6.95410 26.55867 0.04
H 8.02993 7.58898 24.97555 0.06
C 6.97982 11.08340 24.52921 -0.27
S 7.19870 11.85800 26.15512 0.87
O 7.26690 10.73977 27.20507 -0.58
C 8.88243 12.38830 25.82092 -0.27
H 6.76608 11.87692 23.83709 0.05
H 6.11405 10.46034 24.44830 0.02
H 7.86246 10.54542 24.18489 0.04
H 8.97067 13.43766 25.50987 0.06
H 9.35827 11.80327 25.10718 -0.01
H 9.33443 12.35726 26.82171 0.07
C 1.19336 2.11876 21.61570 -0.24
S 1.47656 2.97810 23.22424 0.83
O 2.55410 3.96090 22.96565 -0.57
C -0.10573 3.87813 23.31335 -0.26
H 2.14689 1.92777 21.14116 0.02
H 0.61832 2.78927 20.96794 0.05
H 0.67022 1.13607 21.69605 0.07
H -0.29423 3.98015 24.42317 0.06
H -0.98345 3.25132 22.94931 0.08
H 0.12869 4.71965 22.66845 0.04
C 5.66563 3.10133 24.28855 -0.25
S 6.72061 4.47351 24.88775 0.81
O 6.10795 5.76024 24.38124 -0.57
C 6.24740 4.38736 26.62204 -0.26
H 4.67015 3.40068 24.68429 0.05
H 6.04640 2.16795 24.75904 0.06
H 5.60853 3.11201 23.19640 0.04
H 5.18666 4.73179 26.63575 0.06
H 6.86064 5.12280 27.10273 0.02
H 6.45946 3.41474 27.03955 0.05
```

E_tot ... -114580.911 eV
Net charge ... 0
ΔE to the lowest compared entry with this formula, charge and spin ... 1.8 kcal/mol

=====

(2)
Entry from the OMol25 dataset: a molecular structure, C30H86BeNO14 in a non-equilibrium geometry (ωB97M-V with the def2-TZVPD basis set).

Structure (XYZ):
```
132
Properties=species:S:1:pos:R:3:lowdin_charge:R:1
Be -3.47095 -1.31463 3.17352 1.02
C -1.02697 2.15735 0.99470 0.00
C -0.37270 0.95816 0.30319 -0.45
C 1.04373 1.34562 -0.11085 -0.14
C 2.21293 1.26296 0.86591 -0.13
C 2.22454 -0.19918 1.35522 -0.14
C 0.86511 -0.66302 1.95182 -0.41
N -0.27054 -0.31870 1.05819 -0.04
O -1.46774 -0.77062 1.50962 -0.16
C 0.81270 -0.14515 3.40061 0.00
C 1.03869 -2.20784 2.03194 -0.01
C -1.08873 0.74662 -1.03956 -0.02
H -0.32112 2.54340 1.73155 0.08
H -1.98864 1.85560 1.41950 0.07
H -1.34813 2.97555 0.34967 0.09
H 1.06247 2.38813 -0.43807 0.13
H 1.31328 0.71187 -0.95953 0.09
H 2.02157 1.78286 1.81131 0.10
H 3.12228 1.63871 0.40573 0.12
H 3.07099 -0.37102 2.02466 0.09
H 2.57806 -0.79675 0.50655 0.08
H 0.53749 0.91328 3.33648 0.07
H 1.72436 -0.18004 3.99204 0.11
H 0.03947 -0.67379 3.95977 0.08
H 1.28943 -2.61632 3.01339 0.11
H 1.78386 -2.60574 1.34336 0.05
H 0.12632 -2.73031 1.74139 0.06
H -0.84191 -0.17657 -1.57320 0.07
H -0.94016 1.47987 -1.83146 0.06
H -2.17351 0.72233 -0.90081 0.07
C -4.35654 3.39772 -1.10324 -0.06
C -4.61145 2.14454 -1.91512 -0.27
O -5.20597 1.08532 -1.14163 -0.11
H -3.77130 3.17960 -0.20865 0.07
H -5.24501 3.99697 -0.92835 0.09
H -3.63584 3.95398 -1.71105 0.04
H -3.75635 1.64499 -2.36382 0.09
H -5.33174 2.43765 -2.68362 0.12
H -6.09535 1.32945 -0.86432 0.10
C -0.03460 5.60186 3.94435 -0.07
C 0.03690 4.13193 4.40154 -0.28
O -1.23493 3.48254 4.62088 -0.11
H -0.61768 5.77072 3.03822 0.07
H 0.98646 5.93841 3.77078 0.07
H -0.54201 6.20177 4.70093 0.07
H 0.42802 4.03498 5.41786 0.12
H 0.64082 3.53886 3.71619 0.09
H -1.63389 3.96162 5.35393 0.10
C -2.37547 -6.86319 2.62442 -0.08
C -1.84546 -6.34180 1.29468 -0.31
O -2.15226 -4.96146 1.20363 -0.13
H -2.05508 -6.30315 3.50516 0.07
H -1.97415 -7.87250 2.70858 0.08
H -3.45414 -6.70315 2.61510 0.08
H -2.25080 -6.88842 0.43814 0.12
H -0.75324 -6.41980 1.22766 0.11
H -1.68153 -4.51320 0.47866 0.03
C 5.14116 -1.70108 2.16397 -0.08
C 4.65724 -2.50451 0.94152 -0.26
O 4.22628 -3.75174 1.57758 -0.11
H 5.51035 -0.77118 1.70803 0.08
H 5.91993 -2.14829 2.77335 0.08
H 4.26853 -1.44327 2.76046 0.05
H 5.39346 -2.65101 0.15341 0.12
H 3.71784 -2.09598 0.57189 0.05
H 4.97142 -4.35862 1.61184 0.08
C 1.58221 -4.15421 -0.92830 -0.08
C 0.72160 -5.09497 -1.77488 -0.31
O 0.52445 -4.66294 -3.09719 -0.07
H 2.62441 -4.09740 -1.24558 0.08
H 1.68186 -4.47012 0.11573 0.07
H 1.09696 -3.18052 -0.83235 0.05
H -0.22757 -5.19903 -1.23016 0.09
H 1.04195 -6.13804 -1.76514 0.12
H -0.02389 -3.86371 -3.05286 0.03
C 4.35631 4.27529 2.04673 -0.08
C 5.31998 3.79378 3.15728 -0.33
O 6.53974 3.54469 2.48622 -0.08
H 4.77214 5.27735 1.94181 0.08
H 3.31117 4.25155 2.34986 0.05
H 4.50500 3.65694 1.16532 0.06
H 4.85129 2.94604 3.66997 0.10
H 5.47106 4.57054 3.91151 0.11
H 7.12211 3.02787 3.05129 0.09
O -1.51005 -2.86891 -0.30075 -0.04
H -1.26741 -2.04808 0.14717 0.01
H -1.79285 -2.59222 -1.18649 0.03
O -2.19822 0.91444 3.78954 -0.11
H -1.98243 1.77125 4.19882 0.02
H -1.41209 0.67535 3.29040 -0.04
O -1.63173 -3.00322 3.44843 -0.08
H -0.74134 -2.66638 3.31631 -0.01
H -1.73301 -3.71469 2.79488 0.03
O -4.17988 -0.12891 1.06967 -0.11
H -4.78552 -0.04843 0.30474 0.04
H -3.34136 0.24398 0.77036 -0.01
C -0.79225 4.07900 -2.64298 -0.06
C -1.23674 4.97862 -3.78475 -0.49
C -2.33047 6.02594 -3.52508 -0.04
O -0.11771 5.65970 -4.32995 -0.04
H -1.63681 3.46039 -2.33043 0.04
H -0.48934 4.69156 -1.79129 0.09
H -0.00330 3.40586 -2.97735 0.07
H -1.67555 4.27281 -4.50205 0.13
H -2.03036 6.73310 -2.74367 0.08
H -3.20063 5.55342 -3.06698 0.06
H -2.54161 6.67290 -4.37212 0.08
H 0.53110 5.07100 -4.72371 0.09
C -3.18658 -3.55007 -3.33258 -0.04
C -2.34525 -2.40294 -3.79242 -0.46
C -3.12353 -1.08082 -3.60893 -0.05
O -1.12504 -2.35901 -3.08082 -0.09
H -3.42466 -3.50410 -2.26710 0.08
H -2.58409 -4.46660 -3.36610 0.09
H -4.04163 -3.81147 -3.95111 0.09
H -2.07117 -2.47278 -4.84968 0.15
H -4.06752 -1.10058 -4.16208 0.09
H -2.53393 -0.22046 -3.92633 0.07
H -3.55794 -0.94533 -2.61302 0.07
H -0.45221 -1.83634 -3.52911 0.07
C 3.24036 -1.30358 -2.78192 -0.03
C 1.81863 -1.03533 -3.25373 -0.47
C 1.39172 0.39462 -3.63655 -0.03
O 1.65022 -1.76799 -4.47696 -0.07
H 3.28980 -1.43459 -1.70175 0.06
H 3.76531 -0.33206 -2.83746 0.08
H 3.97333 -1.77862 -3.43245 0.10
H 1.12341 -1.54805 -2.57535 0.10
H 1.87993 0.91850 -2.80689 0.06
H 0.32201 0.59307 -3.59088 0.06
H 1.80279 0.69306 -4.59659 0.09
H 2.24505 -2.52331 -4.48179 0.09
```

E_tot ... -63046.768 eV
Net charge ... +1

=====

Q: What is the formula in the second record?
A: C30H86BeNO14

=====

Q: Among the records above, which one has the highest net charge?
A: C30H86BeNO14